A cluster of 11 separate species, C46H120N6O22 in total at a distorted geometry, computed with the ωB97M-V functional and the def2-TZVPD basis.

Cartesian coordinates (Å):
C 2.0679 1.7855 -5.5519
C 2.4022 0.4760 -4.8905
O 3.7820 0.4162 -4.6913
O 2.4396 1.7821 -6.9196
H 2.6361 2.5629 -5.0411
H 1.0022 1.9834 -5.4373
H 2.0761 -0.4852 -5.2879
H 1.9105 0.4401 -3.9183
H 4.0868 1.1400 -5.2434
H 2.1824 2.5772 -7.3921
C 5.2452 -3.9824 -2.5180
C 5.4775 -4.8810 -3.7017
O 4.3312 -5.5069 -4.0248
O 4.9221 -4.7223 -1.3630
H 4.4611 -3.2598 -2.7444
H 6.0185 -3.3099 -2.1468
H 6.2843 -5.5742 -3.4638
H 5.7612 -4.2446 -4.5399
H 4.2927 -5.7298 -4.9578
H 4.4524 -5.4980 -1.6781
C 1.7151 -0.6990 -0.9124
C 3.0119 -1.4207 -0.4261
O 2.8681 -1.6240 0.9158
O 0.5003 -1.4115 -0.7665
H 1.8994 -0.5770 -1.9797
H 1.6006 0.2860 -0.4598
H 4.0262 -1.1120 -0.6790
H 3.0437 -2.4321 -0.8312
H 3.6676 -1.9628 1.3252
H 0.3067 -1.3544 0.1720
C 6.8323 -2.8991 2.5428
C 6.2228 -3.4182 1.2487
O 4.8329 -3.4374 1.0325
O 6.6034 -3.7083 3.5788
H 6.5247 -1.8822 2.7866
H 7.9201 -2.8804 2.4754
H 6.6421 -4.4142 1.1056
H 6.5623 -2.7596 0.4493
H 4.7496 -3.7951 0.1456
H 7.4367 -3.7671 4.0519
C 0.3979 -4.5466 1.5557
C 1.4167 -4.1907 2.6736
O 0.8291 -4.0785 4.0027
O -0.4958 -3.3995 1.5513
H -0.0805 -5.5145 1.7055
H 0.8459 -4.6366 0.5661
H 2.0671 -3.3436 2.4557
H 2.1682 -4.9792 2.7140
H 1.5229 -3.7494 4.5788
H -0.7216 -3.1032 2.4361
C -1.6198 -0.5730 -2.5696
O -2.6167 -0.1868 -3.5735
C -3.9913 -0.1661 -3.1344
C -4.8290 0.3416 -4.3754
N -6.3159 0.3304 -4.1673
C -7.0726 1.2727 -5.0262
C -8.5646 1.3047 -4.6113
O -8.8717 1.7595 -3.2944
C -8.6968 3.1860 -3.0659
H -1.4442 0.3660 -2.0446
H -0.7083 -0.8774 -3.0841
H -1.9921 -1.2452 -1.7966
H -4.1602 0.5440 -2.3249
H -4.3389 -1.1772 -2.9226
H -4.6312 -0.3906 -5.1583
H -4.6719 1.3202 -4.8290
H -6.3986 0.6795 -3.2231
H -7.1652 0.9286 -6.0563
H -6.5433 2.2256 -5.0261
H -8.9752 0.2966 -4.6677
H -9.0562 1.8220 -5.4352
H -9.2881 3.4890 -2.2018
H -9.1120 3.7320 -3.9130
H -7.6633 3.5000 -2.9194
C 2.0177 2.3818 2.5539
O 2.3905 1.8383 3.8013
C 2.5007 0.3815 3.8018
C 3.6183 0.0231 4.8339
N 3.0401 0.0213 6.1818
C 2.2674 1.1989 6.5649
C 1.6367 0.9387 7.9241
O 0.5468 1.8491 8.0802
C -0.1532 1.7508 9.3006
H 1.0125 2.2181 2.1656
H 2.6783 1.9738 1.7888
H 2.2401 3.4485 2.5270
H 2.9596 -0.0507 2.9126
H 1.6183 -0.2482 3.9154
H 4.5765 0.5000 4.6279
H 3.6997 -1.0513 4.6687
H 2.3732 -0.7372 6.1929
H 1.5432 1.3529 5.7650
H 2.8973 2.0873 6.6113
H 2.3351 1.1454 8.7350
H 1.4436 -0.1259 8.0563
H 0.3527 2.1684 10.1711
H -0.7063 0.8209 9.4327
H -1.0487 2.3677 9.3750
C 2.9171 3.4502 -1.3487
O 2.0840 3.4429 -2.4904
C 0.8414 4.1631 -2.2250
C -0.1955 3.2130 -1.5351
N -1.4226 3.7589 -0.8692
C -2.5775 2.9511 -0.8069
C -3.8735 3.5743 -0.2628
O -4.4682 4.4858 -1.1066
C -5.5477 5.0887 -0.5523
H 3.8780 3.0098 -1.6149
H 2.5538 2.7889 -0.5621
H 3.0312 4.4027 -0.8310
H 0.4852 4.4764 -3.2063
H 1.0129 4.9219 -1.4614
H 0.3750 2.4976 -0.9428
H -0.7432 2.6793 -2.3118
H -1.6006 4.5880 -1.4177
H -2.1714 2.1887 -0.1421
H -2.7755 2.5438 -1.7983
H -3.4169 4.1670 0.5299
H -4.4375 2.8114 0.2739
H -5.9859 5.7082 -1.3347
H -5.2533 5.7581 0.2560
H -6.2418 4.3794 -0.1014
C 1.1884 -5.5088 -2.4120
O -0.2146 -5.2580 -2.5448
C -0.8628 -4.6556 -1.4363
C -2.2127 -3.9279 -1.7917
N -3.2058 -5.0047 -1.6562
C -4.4807 -4.4171 -2.0833
C -4.7390 -4.2111 -3.5498
O -4.2823 -5.1727 -4.4674
C -4.2584 -4.6642 -5.8405
H 1.6915 -6.0518 -3.2120
H 1.4536 -5.7801 -1.3901
H 1.6479 -4.5216 -2.3617
H -0.2380 -3.9419 -0.8993
H -1.1199 -5.3934 -0.6763
H -2.1240 -3.5964 -2.8263
H -2.5320 -3.1443 -1.1046
H -2.9034 -5.7812 -2.2268
H -4.6337 -3.4635 -1.5780
H -5.2795 -5.0398 -1.6803
H -4.3645 -3.2157 -3.7887
H -5.8134 -4.0979 -3.6949
H -4.5998 -5.4490 -6.5154
H -3.2553 -4.2603 -5.9781
H -4.8871 -3.7773 -5.9196
C -1.6341 -0.3236 1.4758
O -2.6934 0.4289 1.9219
C -4.0001 -0.2149 1.7292
C -5.2113 0.6233 2.2989
N -5.8840 -0.0674 3.4586
C -6.8073 0.7637 4.1666
C -8.2350 1.0765 3.4048
O -8.0516 1.9418 2.3337
C -7.9408 3.3244 2.7529
H -1.8939 -0.5556 0.4429
H -1.4995 -1.1555 2.1672
H -0.7867 0.3288 1.6862
H -4.0362 -1.2484 2.0736
H -4.2546 -0.2546 0.6700
H -6.0533 0.6968 1.6107
H -4.7741 1.6090 2.4582
H -5.1494 -0.2922 4.1143
H -6.3583 1.6622 4.5900
H -7.2130 0.1533 4.9734
H -9.0037 1.5144 4.0416
H -8.6459 0.1355 3.0392
H -8.8202 3.7183 3.2624
H -7.7655 3.8503 1.8144
H -6.9764 3.5181 3.2225
C 6.8773 -0.3861 -1.5366
O 6.5487 0.6589 -0.7140
C 6.6416 0.4042 0.6757
C 5.7649 1.3611 1.4754
N 6.4608 2.6298 1.3914
C 5.5638 3.6925 1.8120
C 6.2371 5.0745 2.0180
O 5.2983 6.1103 2.4008
C 5.9397 7.3478 2.7003
H 6.6960 -0.2353 -2.6008
H 6.3668 -1.3162 -1.2872
H 7.9603 -0.5033 -1.4984
H 7.7056 0.3654 0.9089
H 6.1794 -0.5697 0.8371
H 5.6500 1.0678 2.5189
H 4.7777 1.2709 1.0222
H 6.6942 2.8444 0.4324
H 5.1377 3.4364 2.7820
H 4.8053 3.8497 1.0451
H 6.8681 5.3686 1.1793
H 6.8837 4.7847 2.8462
H 5.2307 8.1736 2.7589
H 6.6467 7.6021 1.9106
H 6.4510 7.1261 3.6371

The largest force on an atom comes out at 4.64 eV/A. For the HOMO energy (spin up / spin down), the calculation gives 0.5 / -6.8 eV. The electronic energy is -103614.8230 eV. The lowest unoccupied orbital energy (spin up / spin down) comes out at 1.79 / 1.77 eV. The multiplicity is 2. As for the frontier orbital gap (spin up / spin down): 1.2 / 8.5 eV. As for the total charge: -1.

These are the Mulliken partial charges, in e, on atoms 1 to 4: -0.73 0.38 -0.31 -0.40